Entry 1:
86
Properties=species:S:1:pos:R:3:forces:R:3 method="wB97M-V/def2-TZVPD" e_lumo_ev=-11.44 e_homo_ev=-12.66 total_charge=+3
Na 12.3606 22.0751 9.5166 0.2 0.1 0.3
Na 13.6450 25.3962 5.7984 0.3 0.4 0.2
Pb 14.8288 20.0584 5.4875 1.9 -0.4 0.5
C 16.8458 22.9233 8.9150 -0.4 -1.3 -1.0
O 15.9077 23.0258 7.8798 -0.9 0.2 -0.5
H 16.9378 23.7998 9.5564 -0.2 0.2 0.0
H 16.5615 22.0511 9.5038 0.0 0.0 0.8
H 17.8214 22.6382 8.5212 0.4 0.3 -0.1
C 19.7710 22.9011 15.6755 -1.2 -0.9 0.5
O 20.8055 23.2826 14.8571 -0.4 1.6 -2.1
C 20.3404 24.0291 13.6499 2.8 -1.3 1.0
C 20.6895 25.5463 13.8010 -0.2 -0.5 -0.1
N 22.0420 25.9304 14.2074 -1.5 -1.0 0.4
C 22.4500 25.6180 15.5543 0.9 0.3 0.1
C 23.5721 24.4702 15.7299 -1.7 1.5 -0.8
O 24.7188 24.8771 15.0464 -0.9 1.2 -0.6
C 25.7048 23.9122 14.9941 0.8 -1.2 1.6
H 19.1557 22.1635 15.1603 -0.2 -0.4 0.0
H 19.0658 23.6893 15.9391 0.2 0.5 0.2
H 20.1642 22.4237 16.5730 0.1 0.2 0.0
H 19.3274 23.8220 13.3048 -0.4 0.3 0.8
H 20.9420 23.5305 12.8898 0.3 0.5 -0.3
H 19.9585 25.9011 14.5275 0.2 0.3 0.4
H 20.3341 25.9746 12.8637 0.6 0.4 -0.2
H 22.7461 26.2781 13.5722 -0.3 -0.2 -0.1
H 21.5814 25.5521 16.2096 -0.2 -1.1 -0.3
H 22.8590 26.5102 16.0284 0.8 0.3 -0.4
H 23.2044 23.5663 15.2443 -0.1 -0.3 0.6
H 23.6829 24.4608 16.8143 0.3 -0.6 0.2
H 26.4368 24.0759 14.2032 -0.3 0.2 0.1
H 25.3339 22.8875 15.0156 -0.5 -0.2 -1.0
H 26.1608 23.8729 15.9833 0.9 0.4 0.1
C 10.0932 28.6702 13.3917 -0.8 0.3 -0.2
O 10.7534 27.7887 12.4650 1.2 0.2 0.3
C 11.6768 28.5179 11.6257 -0.7 -1.7 -1.5
C 12.3414 27.6088 10.4319 1.0 0.9 1.3
N 13.5148 28.2246 9.7016 -0.9 -0.5 0.3
C 14.7380 28.3226 10.5202 -0.1 -1.7 -0.3
C 15.7566 29.2270 9.8865 -0.5 0.0 1.4
O 15.4314 30.5416 10.1534 0.0 1.5 -0.6
C 15.6414 31.0802 11.4595 -1.0 0.5 0.0
H 9.9266 28.2269 14.3734 0.1 -0.6 -0.3
H 9.1376 28.9617 12.9558 -0.3 -0.2 0.1
H 10.5312 29.6402 13.6269 1.0 -0.1 -0.4
H 12.4581 28.9514 12.2500 -0.1 0.4 -0.3
H 11.0072 29.1750 11.0708 0.7 1.0 0.1
H 11.5804 27.2309 9.7490 -0.1 0.5 -0.1
H 12.7961 26.7115 10.8517 -0.1 -0.1 0.4
H 13.3477 29.0959 9.2189 -0.5 0.2 0.3
H 15.2624 27.3729 10.4146 -0.3 -0.7 0.5
H 14.4626 28.4667 11.5650 0.5 0.4 0.1
H 15.6627 28.9172 8.8456 0.2 1.0 -0.5
H 16.7938 29.0673 10.1810 0.1 -0.6 0.3
H 15.5084 32.1530 11.3194 0.7 0.0 0.0
H 16.5451 30.8164 12.0088 0.4 -0.1 -0.7
H 14.8315 30.8931 12.1646 -0.4 -0.8 -0.1
C 15.7231 14.1555 7.6983 -1.4 -2.1 -0.4
O 16.7530 14.4475 6.8260 1.9 2.5 -1.6
C 16.4409 15.2685 5.6615 1.3 1.1 0.2
C 17.5882 16.3297 5.5278 -0.3 -0.4 0.3
N 17.4137 17.4437 6.4759 0.1 0.2 0.1
C 18.6500 18.2214 6.6624 0.6 0.5 -1.9
C 19.0403 19.0456 5.3705 -0.1 0.1 2.6
O 17.9384 19.7621 4.9059 -1.9 0.5 -1.6
C 18.3313 20.5761 3.8024 -1.1 0.8 -0.9
H 15.9812 13.6402 8.6234 1.2 0.5 0.0
H 15.3071 13.3207 7.1341 -1.9 0.2 0.5
H 15.0705 14.9740 8.0021 -0.2 0.2 -0.5
H 15.4857 15.7912 5.7122 -0.3 -0.1 0.6
H 16.4336 14.8129 4.6713 0.0 -1.2 0.4
H 17.7865 16.7509 4.5422 -0.7 -0.2 -0.3
H 18.4950 15.7631 5.7394 0.3 0.0 0.3
H 17.1813 16.9821 7.3436 -0.1 0.2 0.5
H 19.5336 17.5921 6.7686 0.0 -0.4 0.4
H 18.6445 18.9139 7.5041 -0.6 -0.2 0.0
H 19.5324 18.4479 4.6033 -0.1 0.0 -0.1
H 19.6511 19.8686 5.7416 1.2 -0.6 0.0
H 17.4786 20.9161 3.2148 -0.8 -0.5 0.2
H 18.8993 20.0456 3.0382 0.6 0.0 0.5
H 18.7075 21.5605 4.0811 1.0 -0.4 0.5
C 15.8353 18.1822 12.3274 -0.2 0.6 -0.1
O 15.9655 17.3905 11.1747 0.5 -0.3 -0.7
H 16.1469 19.2186 12.1980 0.3 0.2 -0.3
H 14.7751 18.2526 12.5707 0.0 -0.3 0.8
H 16.5062 17.7728 13.0826 -0.6 -0.2 0.1
H 15.4578 17.7625 10.4498 0.0 0.0 0.1

Entry 2:
103
Properties=species:S:1:pos:R:3:forces:R:3 method="wB97M-V/def2-TZVPD" e_lumo_ev=-1.42 e_homo_ev=-8.93 total_charge=0
C -1.9501 -4.1448 0.1855 -1.4 -0.2 -0.2
C -2.1598 -4.5009 -1.3730 0.6 -1.0 -0.1
C -0.8666 -4.1091 -2.2892 -0.2 0.0 1.4
Br -1.3517 -4.0855 -4.2515 0.4 0.1 1.0
C -0.1920 -2.7284 -1.8686 1.9 3.5 0.7
C 1.3589 -2.5821 -1.6213 -1.9 2.6 -0.1
B 2.4049 -3.8415 -1.7462 -0.1 -0.9 0.0
N 2.0390 -5.0514 -0.9092 1.3 2.5 0.7
O 3.5999 -3.8352 -2.5466 -1.4 0.2 2.5
C 2.0220 -1.2134 -1.1959 -2.1 0.3 -0.1
C 3.6175 -1.1761 -0.9136 -0.6 0.3 -0.1
C 1.2045 0.0922 -1.0198 -1.9 -3.1 -1.0
C 1.7879 1.5163 -0.6146 -0.5 -0.2 0.3
C 1.2853 1.9911 0.8498 0.3 1.8 -0.1
N 1.3382 3.2774 1.1149 -0.2 -2.6 -0.3
C -0.3470 -0.0362 -1.2683 1.5 -2.2 -0.2
C -1.0113 -1.4017 -1.6889 1.8 0.6 0.7
C -2.6139 -1.3202 -1.8835 -0.5 -0.3 -1.1
O -3.2383 -1.8472 -2.8296 2.0 1.6 3.5
C -3.3607 -0.4345 -0.7542 -1.0 1.7 2.2
C -4.6724 -0.8981 -0.0834 2.4 3.4 0.6
C -5.2714 0.0175 1.0237 2.4 0.5 -1.0
P -6.8389 -0.5682 1.8849 -2.0 1.1 0.5
O -7.9973 0.4154 1.7321 2.9 -2.7 0.4
O -7.1737 -2.1391 1.3043 1.9 3.0 0.9
O -6.4077 -0.7970 3.5425 -0.7 0.7 -2.3
C -4.6087 1.3751 1.4458 1.4 -1.7 -2.1
F -5.2155 2.1510 2.4804 1.5 -2.0 -2.6
C -3.2785 1.8544 0.7713 -1.9 -3.3 -0.9
C -2.6916 0.9206 -0.3112 -1.9 -1.2 0.9
C -1.2989 1.2526 -1.0624 -0.1 0.9 -0.6
O -1.0271 2.4044 -1.4720 -0.8 -3.8 1.5
H -0.9123 -4.4347 0.5599 -1.4 0.6 -0.5
H -2.7296 -4.7829 0.7577 1.3 1.0 -0.8
H -2.2299 -3.0527 0.4267 0.9 -1.6 -0.4
H -3.1433 -4.1281 -1.8142 1.5 -0.2 0.7
H -2.2131 -5.6570 -1.4249 0.0 1.9 -0.1
H -0.1636 -5.0172 -2.1890 -0.7 1.9 -0.2
H 2.8912 -5.4944 -0.5318 -0.6 -0.2 -0.6
H 1.5493 -4.6775 -0.0689 0.1 -0.6 -0.9
H 4.3320 -4.0027 -1.8930 -0.3 -0.1 -1.2
H 3.9316 -1.9783 -0.1392 -0.6 1.1 -1.4
H 3.9561 -0.1780 -0.4615 -0.7 -1.6 -0.7
H 4.2162 -1.2803 -1.8948 -1.1 -0.1 1.8
H 2.9275 1.5792 -0.5779 -1.5 -0.5 -0.1
H 1.4620 2.2604 -1.4381 0.3 -1.0 1.7
H 0.9363 1.2460 1.6680 0.6 0.8 -1.8
H 1.0214 3.4628 2.0810 0.1 -0.2 -0.5
H -5.1317 -1.9038 -0.4057 0.7 2.0 0.6
H -6.3198 -2.6540 1.2815 -1.1 0.2 0.3
H -6.6369 0.0258 4.0458 0.1 -0.9 -0.8
H -2.7454 2.8246 1.0612 -1.0 -1.6 -0.5
O -9.1403 -3.4895 -0.7071 0.2 0.1 -0.1
H -8.6248 -2.8831 -0.1585 -0.1 -0.1 0.1
H -8.7754 -3.3719 -1.5925 -0.1 0.0 0.1
O -5.9720 -3.7077 2.8976 0.2 -0.3 0.5
H -5.6625 -4.3438 3.5540 0.1 0.0 -0.2
H -6.4275 -3.0322 3.4192 0.0 0.0 0.0
O -0.3421 -0.4375 2.7101 0.0 0.2 0.3
H -0.0382 -1.0796 3.3669 0.0 -0.1 -0.2
H -0.7986 0.2337 3.2330 0.0 -0.1 -0.1
O 1.1321 6.6393 0.7669 -0.3 0.1 0.3
H 1.0922 5.6739 0.7442 0.0 -0.1 -0.2
H 2.0714 6.8305 0.8738 -0.1 -0.2 -0.2
O 2.7805 7.1233 3.1533 0.1 0.3 0.0
H 1.9285 7.4987 3.4079 0.1 -0.2 0.0
H 3.2298 7.8487 2.7013 0.0 -0.1 0.1
O 0.8113 -3.3581 3.4238 0.2 -0.1 -0.1
H 1.4505 -3.2926 2.7030 -0.1 0.1 0.1
H 1.0158 -4.2030 3.8431 -0.1 0.1 0.0
O 3.5310 5.4442 -0.4253 0.2 -0.2 -0.1
H 3.0904 4.6914 -0.0068 -0.1 0.0 0.1
H 3.9544 5.0647 -1.2046 0.0 0.1 0.1
O 4.5572 4.7288 2.5788 0.0 0.0 0.2
H 3.7044 5.1074 2.8338 0.1 0.2 0.0
H 5.0068 5.4526 2.1263 -0.2 -0.1 -0.1
O 6.1157 0.0168 -1.9155 0.6 0.2 -0.5
H 6.6211 0.6246 -1.3589 -0.3 -0.1 0.2
H 6.4866 0.1427 -2.7983 -0.1 -0.1 0.1
O -3.2490 2.7846 -3.8286 0.2 0.1 -0.1
H -2.3578 2.8479 -3.4610 -0.2 0.0 0.1
H -3.3394 3.5853 -4.3614 0.1 -0.1 0.0
O -1.7851 4.1438 -6.3800 0.2 -0.2 0.1
H -1.8193 3.1786 -6.3980 -0.1 0.1 0.0
H -0.8468 4.3425 -6.2731 -0.2 0.0 0.0
O 7.2450 3.3470 3.5919 0.0 0.2 0.1
H 6.3919 3.7257 3.8444 0.0 -0.1 -0.2
H 7.6956 4.0701 3.1401 0.0 -0.2 0.1
O 5.8505 0.8662 0.6947 0.1 0.1 0.2
H 6.1580 0.2326 1.3539 0.0 0.1 -0.1
H 5.3848 1.5379 1.2153 0.0 -0.1 0.1
O 6.4378 -4.2862 -1.6652 0.1 0.1 0.0
H 6.9515 -3.6841 -1.1122 -0.1 -0.1 -0.1
H 6.7997 -4.1569 -2.5510 -0.2 -0.1 0.1
O -3.5629 -6.1471 -6.0735 0.2 0.1 -0.1
H -3.0526 -5.5395 -5.5207 -0.1 -0.1 0.0
H -3.1957 -6.0239 -6.9571 -0.1 -0.1 0.1
O 3.8644 1.5448 2.7576 -0.1 -0.2 0.3
H 4.1672 0.9040 3.4134 0.0 0.1 -0.1
H 3.4096 2.2169 3.2802 0.2 0.1 -0.2
O -0.5321 5.5843 3.1935 0.0 0.3 0.1
H -1.3848 5.9589 3.4462 0.1 -0.1 0.0
H -0.0818 6.3111 2.7386 0.0 -0.2 -0.3

Entry 3:
85
Properties=species:S:1:pos:R:3:forces:R:3 method="wB97M-V/def2-TZVPD" e_lumo_ev=0.67 e_homo_ev=-9.64 total_charge=0
O 2.9427 -4.0234 -0.3337 -2.3 0.5 -0.9
S 1.4783 -3.8431 -0.5057 0.7 -1.5 0.1
O 1.0135 -5.0969 -1.5275 0.4 1.9 0.5
O 1.1724 -2.4976 -1.4651 1.4 -0.9 0.1
C 2.3654 -1.6564 -1.4918 -0.1 1.5 0.2
C 2.0259 -0.2293 -2.0561 0.7 -1.4 0.5
O 1.9419 -0.2037 -3.4807 -0.3 0.1 0.6
H 1.5018 -4.9062 -2.3454 -0.1 -0.3 -0.2
H 2.6576 -1.4766 -0.4303 0.2 -0.2 -0.8
H 3.1786 -2.1388 -2.0688 -0.5 0.3 0.4
H 1.0748 0.0731 -1.5775 0.5 0.2 -0.4
H 2.8862 0.4035 -1.7383 -0.8 -0.2 0.1
H 2.8116 0.0727 -3.7697 0.0 0.0 -0.4
C 6.5815 -1.7787 2.8468 0.1 0.3 0.1
C 5.3634 -1.7527 1.9357 0.4 -0.7 0.0
C 4.6741 -3.1072 1.8902 -0.3 0.2 0.1
O 5.7616 -1.3724 0.6161 -0.2 0.5 -0.1
H 7.3204 -2.5001 2.4851 -0.1 -0.1 0.0
H 7.0710 -0.8023 2.8624 -0.1 0.0 0.0
H 6.3047 -2.0468 3.8684 0.0 0.0 0.0
H 4.6596 -0.9951 2.2874 0.0 0.1 -0.2
H 5.3487 -3.8742 1.4960 0.1 0.1 0.0
H 3.8081 -3.0761 1.2247 0.3 0.0 0.4
H 4.3401 -3.4136 2.8842 0.0 0.0 0.0
H 6.3819 -2.0337 0.2949 0.0 -0.1 0.0
C -2.2688 -0.8524 -4.2111 -0.1 -0.1 -0.1
C -2.4879 -0.8764 -2.7062 0.6 0.3 -0.2
C -2.2767 0.5009 -2.0958 -0.2 0.1 0.2
O -1.5891 -1.8052 -2.1057 -0.4 -0.1 0.1
H -1.2438 -0.5499 -4.4487 0.0 0.1 0.1
H -2.4133 -1.8459 -4.6362 -0.1 0.1 0.0
H -2.9577 -0.1616 -4.7003 0.0 0.0 0.0
H -3.5003 -1.2238 -2.4883 0.1 -0.1 0.1
H -1.2525 0.8480 -2.2644 0.0 0.0 -0.2
H -2.4274 0.4674 -1.0144 -0.1 0.0 0.0
H -2.9667 1.2326 -2.5225 0.1 0.0 0.0
H -0.6909 -1.5111 -2.2887 0.1 -0.1 0.0
C -3.3891 0.0875 -8.4323 0.3 0.0 0.0
C -4.0346 -1.2667 -8.1817 -0.4 0.5 0.1
C -5.3713 -1.3832 -8.8980 -0.1 -0.2 -0.1
O -4.2235 -1.4541 -6.7804 0.2 -0.4 -0.1
H -4.0241 0.8953 -8.0562 -0.1 -0.1 -0.1
H -2.4356 0.1605 -7.9056 0.0 -0.1 -0.1
H -3.2130 0.2511 -9.4975 0.0 0.0 0.0
H -3.3662 -2.0600 -8.5219 0.0 0.0 0.2
H -6.0718 -0.6240 -8.5374 0.1 0.1 0.0
H -5.8270 -2.3555 -8.7022 0.1 0.0 0.0
H -5.2541 -1.2635 -9.9770 0.0 0.0 0.0
H -4.8118 -0.7608 -6.4657 0.0 0.0 0.0
C -1.8697 4.2807 1.1495 0.1 0.2 -0.1
C -1.6029 2.7842 1.1198 -0.2 0.3 0.6
C -2.6838 2.0137 1.8618 0.0 -0.2 -0.1
O -0.3325 2.5136 1.7117 0.2 -0.2 -0.4
H -1.8775 4.6538 2.1779 -0.1 -0.1 0.0
H -1.0809 4.8209 0.6214 0.0 -0.1 -0.1
H -2.8287 4.5209 0.6850 0.0 0.0 0.0
H -1.5541 2.4407 0.0846 0.2 -0.1 0.1
H -2.7187 2.3113 2.9139 0.0 0.1 -0.1
H -2.4734 0.9423 1.8404 0.0 0.0 -0.1
H -3.6671 2.1853 1.4188 0.0 0.0 0.0
H -0.3644 2.8129 2.6257 0.0 0.0 0.0
C 0.7199 -5.5716 5.1367 -0.2 -0.1 -0.2
C 2.0970 -5.1368 4.6597 -0.2 0.2 0.6
C 3.1476 -5.3446 5.7398 0.2 0.0 -0.1
O 2.0616 -3.7606 4.2850 0.1 0.0 -0.4
H 0.4064 -4.9833 6.0043 0.1 0.0 0.1
H -0.0248 -5.4087 4.3555 0.1 0.0 0.0
H 0.7119 -6.6283 5.4118 0.0 0.0 0.0
H 2.3717 -5.7029 3.7675 0.0 0.2 -0.1
H 2.9145 -4.7487 6.6274 -0.1 -0.1 0.0
H 4.1287 -5.0203 5.3871 0.0 -0.1 0.0
H 3.2116 -6.3944 6.0329 0.0 0.0 0.0
H 1.8202 -3.2474 5.0623 0.0 0.0 0.0
C -0.1152 7.7995 4.4938 0.2 -0.1 -0.2
C -1.4944 7.5161 3.9191 0.0 0.2 0.7
C -2.5277 8.4967 4.4514 -0.2 0.0 -0.2
O -1.8855 6.1831 4.2474 0.0 -0.2 -0.4
H -0.1205 7.6974 5.5831 -0.1 0.1 0.0
H 0.6140 7.0833 4.1105 0.0 0.1 -0.1
H 0.2193 8.8075 4.2408 0.0 0.0 0.0
H -1.4573 7.5780 2.8296 -0.1 -0.2 0.0
H -2.6130 8.4177 5.5393 0.1 0.0 0.0
H -3.5135 8.2761 4.0380 0.1 0.0 0.0
H -2.2647 9.5253 4.1972 0.0 0.0 0.0
H -1.9228 6.1129 5.2063 0.0 0.0 0.0

Number 1: Kohn-Sham gap 1.222 eV. Number 2: Kohn-Sham gap 7.507 eV. Number 3: Kohn-Sham gap 10.314 eV.